# 1
# H20O10

10 unconnected molecules or ions with the total composition H20O10 (wB97M-V/def2-TZVPD, OMol25).

Last column: Mulliken charge in e.
Atoms and positions in Å:
O1 -11.204 -19.218 -11.878  -0.583
H1 -10.482 -19.529 -12.435  0.300
H2 -11.007 -18.298 -12.046  0.284
O2 -14.108 -18.607 -11.231  -0.659
H3 -13.590 -19.134 -11.828  0.288
H4 -13.593 -18.522 -10.423  0.303
O3 -13.522 -15.499 -10.188  -0.609
H5 -12.894 -16.214 -10.134  0.251
H6 -14.449 -15.798 -10.180  0.325
O4 -13.123 -13.226 -12.775  -0.599
H7 -13.650 -13.161 -12.013  0.344
H8 -12.868 -14.160 -12.769  0.349
O5 -11.398 -13.481 -10.272  -0.631
H9 -10.929 -13.230 -11.062  0.362
H10 -12.115 -14.071 -10.505  0.291
O6 -12.532 -15.908 -12.812  -0.471
H11 -12.312 -16.272 -13.649  0.250
H12 -13.100 -16.438 -12.285  0.251
O7 -9.740 -14.810 -12.233  -0.595
H13 -9.940 -15.627 -11.692  0.297
H14 -10.276 -14.836 -13.010  0.293
O8 -11.517 -17.180 -15.083  -0.651
H15 -10.866 -16.546 -15.384  0.346
H16 -11.013 -17.902 -14.770  0.249
O9 -15.973 -16.624 -10.616  -0.728
H17 -15.480 -17.344 -11.041  0.426
H18 -16.159 -16.837 -9.676  0.329
O10 -13.099 -14.634 -16.322  -0.645
H19 -13.927 -14.398 -15.788  0.327
H20 -12.880 -15.514 -16.025  0.308

Results
HOMO energy = -9.982 eV
SMILES string = O.O.O.O.O.O.O.O.O.O
Multiplicity = 1
HOMO-LUMO gap = 9.26 eV

# 2
# C37H34BN5O2PRuS2

A molecular structure, C37H34BN5O2PRuS2 (wB97M-V/def2-TZVPD, OMol25).

Last column: Löwdin spin population.
Atoms and positions in Å:
Ru1 -19.512 -1.986 4.543  1.931
C1 -21.818 1.596 3.649  0.052
C2 -22.698 1.125 2.666  0.044
C3 -22.612 -0.236 2.331  0.043
C4 -21.530 -0.986 2.795  0.062
C5 -20.699 -0.548 3.843  0.136
C6 -20.815 0.770 4.214  0.058
C7 -21.279 -2.347 2.351  0.181
C8 -22.010 -3.114 1.467  0.016
C9 -21.726 -4.460 1.296  0.217
C10 -20.598 -5.049 1.868  0.027
C11 -20.272 -6.404 1.689  0.046
C12 -19.355 -6.992 2.465  0.029
C13 -18.551 -6.225 3.417  0.078
C14 -18.757 -4.904 3.505  0.056
C15 -19.839 -4.266 2.786  0.058
N1 -20.213 -2.967 2.977  0.211
H1 -21.962 2.571 4.095  0.004
H2 -23.509 1.750 2.257  0.001
H3 -23.406 -0.734 1.738  0.001
H4 -20.269 1.198 5.036  0.003
H5 -22.720 -2.635 0.795  -0.004
H6 -22.340 -5.022 0.575  0.013
H7 -20.688 -6.991 0.864  0.001
H8 -19.174 -8.062 2.326  0.001
H9 -17.821 -6.756 4.037  0.005
H10 -18.055 -4.244 4.099  0.018
C16 -20.832 2.624 12.190  0.005
N2 -20.378 1.966 10.971  0.101
C17 -19.721 2.473 9.880  0.184
C18 -19.548 1.425 9.034  0.126
N3 -20.106 0.286 9.499  0.090
B1 -19.901 -1.080 8.863  0.016
N4 -21.232 -1.551 8.238  0.025
C19 -22.541 -1.348 8.700  0.012
C20 -23.385 -1.980 7.847  0.009
N5 -22.632 -2.538 6.809  0.023
C21 -23.167 -3.151 5.599  0.004
C22 -21.293 -2.277 7.100  0.061
S1 -19.995 -3.095 6.331  0.282
C23 -20.657 0.579 10.750  0.017
S2 -21.416 -0.377 11.789  0.429
H11 -20.351 3.585 12.276  0.000
H12 -20.600 1.922 13.004  0.003
H13 -21.945 2.736 12.175  0.004
H14 -19.352 3.516 9.782  0.008
H15 -19.175 1.422 8.022  0.005
H16 -18.897 -1.190 8.155  0.004
H17 -19.590 -1.961 9.608  0.005
H18 -22.711 -0.870 9.717  0.008
H19 -24.425 -2.130 7.986  0.001
H20 -22.489 -3.880 5.130  0.002
H21 -23.300 -2.336 4.841  0.001
H22 -24.188 -3.526 5.894  0.000
O1 -16.452 -0.102 6.519  -0.001
C24 -17.294 -0.197 5.630  0.005
O2 -18.590 -0.515 5.747  0.072
C25 -16.933 0.141 4.199  0.003
P1 -17.508 -1.413 3.235  0.112
C26 -17.506 -0.839 1.499  0.012
C27 -16.852 -1.521 0.461  0.007
C28 -16.891 -1.078 -0.836  0.000
C29 -17.398 0.175 -1.138  0.006
C30 -17.997 0.918 -0.131  -0.001
C31 -18.094 0.374 1.163  0.006
C32 -15.983 -2.374 3.493  0.025
C33 -15.022 -1.942 4.447  0.011
C34 -13.777 -2.549 4.382  -0.001
C35 -13.533 -3.635 3.559  0.011
C36 -14.563 -4.200 2.815  -0.001
C37 -15.830 -3.568 2.805  0.013
H23 -15.888 0.363 3.997  0.000
H24 -17.513 1.029 3.882  0.000
H25 -16.348 -2.447 0.710  0.001
H26 -16.371 -1.698 -1.578  0.000
H27 -17.275 0.646 -2.130  0.000
H28 -18.261 1.978 -0.206  0.000
H29 -18.581 0.959 2.004  0.001
H30 -15.249 -1.121 5.119  0.001
H31 -12.978 -2.034 4.971  0.000
H32 -12.548 -4.082 3.508  0.001
H33 -14.359 -5.060 2.204  0.000
H34 -16.610 -3.995 2.200  0.002

Results
HOMO energy (alpha / beta) = -4.213 / -7.269 eV
Multiplicity = 6
HOMO-LUMO gap (alpha / beta) = 4.18 / 3.71 eV

# 3
# H24NO15

13 unconnected molecules or ions with the total composition H24NO15 (wB97M-V/def2-TZVPD, OMol25).

Last column: Mulliken charge in e.
Atoms and positions in Å:
N1 -0.339 -0.119 -0.580  0.673
O1 -1.482 0.370 -0.364  -0.573
O2 0.399 -0.360 0.445  -0.153
O3 0.047 -0.285 -1.782  -0.868
O4 2.278 -2.341 2.374  -0.720
H1 1.901 -2.301 1.501  0.401
H2 1.581 -2.814 2.810  0.338
O5 -1.683 1.465 2.445  -0.675
H3 -1.586 2.237 1.944  0.453
H4 -1.509 0.901 1.752  0.222
O6 -0.605 3.355 0.698  -0.729
H5 0.294 3.071 0.407  0.444
H6 -1.191 2.892 0.097  0.285
O7 -1.420 2.804 -2.362  -0.629
H7 -0.803 2.787 -3.068  0.280
H8 -1.329 1.981 -1.924  0.348
O8 2.052 2.605 0.131  -0.638
H9 2.687 3.073 0.615  0.245
H10 2.361 1.736 -0.061  0.412
O9 1.012 -0.140 3.075  -0.772
H11 0.931 0.141 2.156  0.371
H12 1.461 -0.978 2.897  0.471
O10 -2.418 -2.180 -2.015  -0.652
H13 -1.818 -1.473 -2.153  0.325
H14 -3.199 -1.886 -2.539  0.324
O11 2.220 1.122 -2.904  -0.674
H15 1.956 2.007 -3.229  0.303
H16 1.396 0.709 -2.607  0.393
O12 1.538 -2.735 -0.395  -0.721
H17 1.251 -3.646 -0.169  0.324
H18 0.768 -2.228 -0.551  0.329
O13 -1.530 -2.225 2.015  -0.649
H19 -1.231 -3.038 1.606  0.327
H20 -0.977 -1.621 1.563  0.271
O14 -4.307 -0.726 0.017  -0.689
H21 -4.030 -1.140 0.900  0.340
H22 -3.459 -0.793 -0.445  0.326
O15 3.138 0.018 -0.456  -0.756
H23 3.081 0.464 -1.301  0.351
H24 2.565 -0.710 -0.544  0.342

Results
HOMO energy = -6.963 eV
Multiplicity = 1
HOMO-LUMO gap = 9.39 eV
Charge = -1

# 4
# F2H14O7Pb

A molecular structure, F2H14O7Pb (wB97M-V/def2-TZVPD, OMol25).

Last column: Mulliken charge in e.
Atoms and positions in Å:
Pb1 6.262 -5.275 -0.432  1.510
F1 6.788 -3.003 0.537  -0.849
F2 8.242 -5.790 1.364  -0.855
O1 6.068 -7.731 0.128  -0.435
H1 5.295 -7.988 0.630  0.228
H2 6.715 -8.411 0.318  0.229
O2 4.818 -5.169 1.852  -0.483
H3 3.973 -4.729 1.762  0.277
H4 5.149 -4.880 2.702  0.249
O3 5.828 -5.830 -2.799  -0.493
H5 5.756 -5.015 -3.296  0.273
H6 5.991 -6.502 -3.461  0.234
O4 8.435 -6.587 -1.472  -0.452
H7 8.795 -7.105 -0.752  0.262
H8 8.825 -6.967 -2.259  0.240
O5 7.772 -3.777 -2.257  -0.513
H9 8.013 -3.573 -3.160  0.239
H10 8.451 -3.360 -1.727  0.269
O6 3.787 -6.326 -0.732  -0.437
H11 3.590 -7.028 -0.112  0.235
H12 2.931 -6.040 -1.051  0.245
O7 4.862 -3.446 -1.549  -0.510
H13 3.918 -3.511 -1.690  0.234
H14 4.979 -2.616 -1.086  0.304

Results
HOMO energy = -7.631 eV
Multiplicity = 1
HOMO-LUMO gap = 7.27 eV

Going through the records in order, we get energy above the lowest of the compared OMol25 structures with the same formula, charge and spin values of 3.069; 1.755; 0.789; 0.000 eV.
Going through the records in order, we get E_tot values of -764.36914; -3111.96018; -1197.73237; -927.62472 hartree.